1.
6
Properties=species:S:1:pos:R:3 method="wB97M-V/def2-TZVPD" orbital_gap_ev="6.7 / 6.7" spin_multiplicity=1 charge=-1
O -1.42531 -0.09711 -0.95482
N 0.58117 0.47229 1.18255
H 1.34015 -1.69601 0.78634
S 0.28280 -0.99481 1.41441
O -0.18518 1.53045 -1.64097
N -0.59362 0.78520 -0.78751

2.
6
Properties=species:S:1:pos:R:3 method="wB97M-V/def2-TZVPD" orbital_gap_ev=8.6 spin_multiplicity=1 charge=-1 smiles="[O-][N+]([O-])=NO"
O -1.99239 0.07055 -0.07603
N -0.65497 0.07909 0.01656
N -0.01384 -0.99890 0.07018
O 1.31253 -0.65051 -0.07518
H 1.36896 0.30553 0.05064
O -0.02029 1.19423 0.01382

3.
6
Properties=species:S:1:pos:R:3 method="wB97M-V/def2-TZVPD" orbital_gap_ev="8.7 / 8.7" spin_multiplicity=1 charge=+1
N 1.22613 -0.01561 -0.02818
O -2.11538 0.53931 -0.00289
N -1.24208 -0.17641 -0.09358
O -0.69416 -1.17046 -0.02606
O 0.53567 0.91586 -0.08023
H 2.28982 -0.09270 0.23094

4.
8
Properties=species:S:1:pos:R:3 method="wB97M-V/def2-TZVPD" orbital_gap_ev="4.4 / 5.8" spin_multiplicity=3 charge=-1 s2=2.031
N 0.21409 0.18581 -0.21643
O -0.92895 1.26472 2.00150
O -0.76130 -0.94413 -1.67799
S -0.80367 -0.09023 1.42130
O 0.21175 -0.99470 2.07026
N 0.19745 -0.19456 -1.47242
O 0.90882 0.14929 -2.36625
H 0.96181 0.62381 0.24004

5.
8
Properties=species:S:1:pos:R:3 method="wB97M-V/def2-TZVPD" orbital_gap_ev="5.5 / 6.7" spin_multiplicity=3 charge=-1 s2=2.034
O -3.09402 -0.38977 1.08467
N -0.64496 0.63510 0.33319
H 0.36180 -0.34860 -0.07389
N -0.27822 1.75619 -0.08491
O -2.26634 -1.01562 -1.20646
S -2.57706 0.05556 -0.21981
O 0.92722 1.99490 -0.25691
O -1.16395 2.57564 -0.33566

6.
5
Properties=species:S:1:pos:R:3 method="wB97M-V/def2-TZVPD" orbital_gap_ev=11.6 spin_multiplicity=1
O -1.46261 1.03371 -0.01376
N -0.57369 -0.03463 -0.14268
N -1.50671 -0.94545 -0.01846
H 0.41934 0.01364 0.00859
N -2.46643 -0.11442 0.05389

Copy entry 3 word for word.
6
Properties=species:S:1:pos:R:3 method="wB97M-V/def2-TZVPD" orbital_gap_ev="8.7 / 8.7" spin_multiplicity=1 charge=+1
N 1.22613 -0.01561 -0.02818
O -2.11538 0.53931 -0.00289
N -1.24208 -0.17641 -0.09358
O -0.69416 -1.17046 -0.02606
O 0.53567 0.91586 -0.08023
H 2.28982 -0.09270 0.23094

What did the third record say?
6
Properties=species:S:1:pos:R:3 method="wB97M-V/def2-TZVPD" orbital_gap_ev="8.7 / 8.7" spin_multiplicity=1 charge=+1
N 1.22613 -0.01561 -0.02818
O -2.11538 0.53931 -0.00289
N -1.24208 -0.17641 -0.09358
O -0.69416 -1.17046 -0.02606
O 0.53567 0.91586 -0.08023
H 2.28982 -0.09270 0.23094